1.
# C15H19MnN3O3

C15H19MnN3O3 as an isolated structure in a non-equilibrium geometry (ωB97M-V/def2-TZVPD, the OMol25 dataset).

Values from the calculation:
multiplicity = 4
LUMO level (alpha / beta) = -17.40 / -18.22 eV
DFT total energy = -57743.951 eV
M = 344.3 g mol⁻¹
Kohn-Sham gap (alpha / beta) = 6.11 / 4.25 eV
energy above the lowest of the compared OMol25 structures with the same formula, charge and spin = 11.2 kcal/mol
net charge = +4

Atoms and positions in Å:
N: -0.4263 -0.3953 2.1850
C: -0.6549 -0.4439 3.3288
C: -0.9580 -0.5700 4.7315
H: -0.0687 -0.3304 5.3285
H: -1.2728 -1.5978 4.9560
H: -1.7671 0.1193 5.0041
N: -1.3121 -1.0464 -1.4965
C: -2.0488 -1.4826 -2.2919
C: -2.9435 -2.0533 -3.2678
H: -3.3380 -3.0138 -2.9064
H: -2.4128 -2.2240 -4.2151
H: -3.7862 -1.3727 -3.4525
N: 2.1088 0.4924 -0.6751
C: 3.1583 0.8997 -0.9516
C: 4.4731 1.3439 -1.3547
H: 4.3850 2.0732 -2.1693
H: 5.0640 0.4868 -1.7026
H: 4.9850 1.8120 -0.5064
Mn: 0.0066 -0.0893 -0.0231
C: -0.1814 1.3551 -1.7165
O: -0.2938 2.0998 -2.6048
C: -2.0413 0.7096 0.3779
O: -3.1194 1.1045 0.5699
C: 0.4404 -3.3729 1.2483
C: 1.6747 -2.8062 1.5637
C: 2.5744 -2.4901 0.5503
C: 2.2407 -2.7381 -0.7807
C: 1.0085 -3.3031 -1.0953
C: 0.1072 -3.6200 -0.0800
H: -0.2690 -3.6560 2.0457
H: 1.9612 -2.6310 2.6159
H: 3.5610 -2.0697 0.8144
H: 2.9571 -2.5165 -1.5910
H: 0.7683 -3.5234 -2.1502
H: -0.8612 -4.0952 -0.3149
C: 0.3331 2.9122 0.7262
O: 0.7279 1.6162 1.1270
H: 0.5693 3.5678 1.5612
H: -0.7437 2.9145 0.5155
H: 0.9257 3.1801 -0.1571
H: 0.9254 1.4807 2.0810

Atomic forces in eV per Å
0.056 -0.616 0.671
0.160 -0.244 -1.799
-0.016 0.059 0.411
-0.106 -0.006 -0.079
0.033 0.143 -0.105
0.086 -0.060 -0.060
-0.066 -0.632 -0.241
1.138 0.521 1.192
-0.246 -0.110 -0.254
0.093 0.185 0.037
-0.002 0.091 0.166
0.137 -0.044 0.067
-0.026 -0.681 -0.036
-0.852 -0.577 -0.035
0.258 0.154 0.042
-0.025 -0.079 0.090
-0.138 0.110 0.042
-0.061 -0.023 -0.082
-0.782 2.889 0.057
-0.437 3.315 -3.992
0.617 -4.044 4.713
-4.823 1.683 0.906
5.742 -2.118 -0.992
-0.781 -0.124 1.019
-0.124 0.111 1.376
1.244 0.589 0.066
0.586 0.326 -1.137
0.197 0.089 -1.450
-1.308 -0.492 0.097
0.470 0.143 -0.456
-0.190 -0.166 -0.591
-0.525 -0.275 -0.193
-0.395 -0.166 0.514
0.135 0.069 0.612
0.561 0.214 0.105
-0.189 1.201 -0.106
0.035 -2.564 -0.028
-0.146 0.392 -0.201
0.271 0.359 0.115
-0.206 0.127 0.254
-0.375 0.254 -0.718



2.
# C15H19N2O3S

An isolated ion of composition C15H19N2O3S and charge +1 (ωB97M-V/def2-TZVPD, the OMol25 dataset).

Values from the calculation:
multiplicity = 1
LUMO level = -2.88 eV
DFT total energy = -35814.749 eV
M = 307.4 g mol⁻¹
SMILES = COc1cc(C[NH2+]Cc2cccs2)ccc1OCC(N)=O
Kohn-Sham gap = 8.14 eV
net charge = +1

Atoms and positions in Å:
C: 2.8990 0.3872 0.2808
O: 1.8936 1.2267 0.7982
C: 0.7010 1.3135 0.1439
C: 0.5016 0.8248 -1.1380
C: -0.7168 0.9741 -1.7990
C: -0.8730 0.4619 -3.2000
N: -0.8571 -1.0380 -3.2390
C: -1.9356 -1.6996 -2.4193
C: -1.4197 -2.0484 -1.0673
C: -0.3762 -2.8889 -0.7876
C: -0.1437 -3.0127 0.5958
C: -1.0119 -2.2766 1.3381
S: -2.1119 -1.3936 0.3786
C: -1.7643 1.6081 -1.1529
C: -1.5861 2.0876 0.1279
C: -0.3739 1.9579 0.8008
O: -0.3535 2.5328 2.0198
C: 0.6692 2.2758 2.9506
C: 0.8349 0.7803 3.2317
N: 1.8408 0.4996 4.0816
O: 0.1308 -0.0653 2.7286
H: 2.5314 -0.6350 0.1480
H: 3.2990 0.7697 -0.6634
H: 3.6921 0.3892 1.0262
H: 1.3233 0.3490 -1.6526
H: -0.0561 0.8132 -3.8359
H: -1.8194 0.8011 -3.6233
H: 0.0389 -1.3555 -2.8448
H: -0.9154 -1.3456 -4.2146
H: -2.7842 -1.0210 -2.3374
H: -2.2519 -2.6004 -2.9527
H: 0.1916 -3.4236 -1.5311
H: 0.6241 -3.6333 1.0191
H: -1.0587 -2.1811 2.4028
H: -2.7152 1.7405 -1.6445
H: -2.3885 2.5833 0.6482
H: 1.6264 2.7004 2.6278
H: 0.3409 2.7797 3.8650
H: 2.3812 1.2183 4.5288
H: 1.9933 -0.4559 4.3611

Atomic forces in eV per Å
0.231 -0.163 -0.087
-0.493 0.331 -0.050
0.084 -0.052 0.046
-0.007 0.103 0.059
-0.114 0.061 0.020
0.074 0.700 0.265
0.158 -0.160 -0.289
-0.344 -0.333 0.408
-0.105 0.093 0.323
-0.338 0.203 -0.143
0.043 -0.021 0.226
-0.227 0.059 -0.123
0.459 -0.457 -0.360
0.227 -0.068 -0.230
0.361 0.042 0.241
-0.245 -0.084 -0.507
0.034 -0.004 0.010
0.123 -0.092 0.212
0.104 0.462 0.106
0.287 -0.138 0.213
-0.279 -0.130 -0.005
-0.027 0.029 -0.006
-0.033 -0.022 0.034
-0.021 -0.032 -0.081
0.172 -0.036 -0.011
-0.083 -0.172 -0.052
0.058 -0.167 -0.052
-0.199 0.016 -0.197
0.093 -0.005 0.191
0.073 0.040 -0.222
0.075 0.177 -0.077
0.078 -0.131 -0.198
0.131 -0.103 0.116
0.041 0.020 0.217
-0.159 0.028 -0.090
-0.105 0.072 0.096
-0.171 -0.064 0.107
0.093 -0.078 -0.097
-0.001 0.026 -0.002
-0.046 0.049 -0.012



Look up the multiplicity of the second one. 1



multiplicity of number 2 (C15H19N2O3S)? 1



What is the net charge in the second record? +1



Repeat the first record exactly.
# C15H19MnN3O3

C15H19MnN3O3 as an isolated structure in a non-equilibrium geometry (ωB97M-V/def2-TZVPD, the OMol25 dataset).

Values from the calculation:
multiplicity = 4
LUMO level (alpha / beta) = -17.40 / -18.22 eV
DFT total energy = -57743.951 eV
M = 344.3 g mol⁻¹
Kohn-Sham gap (alpha / beta) = 6.11 / 4.25 eV
energy above the lowest of the compared OMol25 structures with the same formula, charge and spin = 11.2 kcal/mol
net charge = +4

Atoms and positions in Å:
N: -0.4263 -0.3953 2.1850
C: -0.6549 -0.4439 3.3288
C: -0.9580 -0.5700 4.7315
H: -0.0687 -0.3304 5.3285
H: -1.2728 -1.5978 4.9560
H: -1.7671 0.1193 5.0041
N: -1.3121 -1.0464 -1.4965
C: -2.0488 -1.4826 -2.2919
C: -2.9435 -2.0533 -3.2678
H: -3.3380 -3.0138 -2.9064
H: -2.4128 -2.2240 -4.2151
H: -3.7862 -1.3727 -3.4525
N: 2.1088 0.4924 -0.6751
C: 3.1583 0.8997 -0.9516
C: 4.4731 1.3439 -1.3547
H: 4.3850 2.0732 -2.1693
H: 5.0640 0.4868 -1.7026
H: 4.9850 1.8120 -0.5064
Mn: 0.0066 -0.0893 -0.0231
C: -0.1814 1.3551 -1.7165
O: -0.2938 2.0998 -2.6048
C: -2.0413 0.7096 0.3779
O: -3.1194 1.1045 0.5699
C: 0.4404 -3.3729 1.2483
C: 1.6747 -2.8062 1.5637
C: 2.5744 -2.4901 0.5503
C: 2.2407 -2.7381 -0.7807
C: 1.0085 -3.3031 -1.0953
C: 0.1072 -3.6200 -0.0800
H: -0.2690 -3.6560 2.0457
H: 1.9612 -2.6310 2.6159
H: 3.5610 -2.0697 0.8144
H: 2.9571 -2.5165 -1.5910
H: 0.7683 -3.5234 -2.1502
H: -0.8612 -4.0952 -0.3149
C: 0.3331 2.9122 0.7262
O: 0.7279 1.6162 1.1270
H: 0.5693 3.5678 1.5612
H: -0.7437 2.9145 0.5155
H: 0.9257 3.1801 -0.1571
H: 0.9254 1.4807 2.0810

Atomic forces in eV per Å
0.056 -0.616 0.671
0.160 -0.244 -1.799
-0.016 0.059 0.411
-0.106 -0.006 -0.079
0.033 0.143 -0.105
0.086 -0.060 -0.060
-0.066 -0.632 -0.241
1.138 0.521 1.192
-0.246 -0.110 -0.254
0.093 0.185 0.037
-0.002 0.091 0.166
0.137 -0.044 0.067
-0.026 -0.681 -0.036
-0.852 -0.577 -0.035
0.258 0.154 0.042
-0.025 -0.079 0.090
-0.138 0.110 0.042
-0.061 -0.023 -0.082
-0.782 2.889 0.057
-0.437 3.315 -3.992
0.617 -4.044 4.713
-4.823 1.683 0.906
5.742 -2.118 -0.992
-0.781 -0.124 1.019
-0.124 0.111 1.376
1.244 0.589 0.066
0.586 0.326 -1.137
0.197 0.089 -1.450
-1.308 -0.492 0.097
0.470 0.143 -0.456
-0.190 -0.166 -0.591
-0.525 -0.275 -0.193
-0.395 -0.166 0.514
0.135 0.069 0.612
0.561 0.214 0.105
-0.189 1.201 -0.106
0.035 -2.564 -0.028
-0.146 0.392 -0.201
0.271 0.359 0.115
-0.206 0.127 0.254
-0.375 0.254 -0.718